131
Properties=species:S:1:pos:R:3:forces:R:3:mulliken_charge:R:1 method="wB97M-V/def2-TZVPD" homo_ev=-8.8258 de_lowest_kcal_mol=174.9 charge=0 multiplicity=1 total_energy_ev=-84889.9770
H 0.9565 23.5740 21.2299 -0.1 0.0 0.1 0.01
H -7.1320 24.8692 21.8477 -0.2 0.2 -0.6 0.11
O -3.7663 22.6138 18.1668 -1.7 -0.8 0.1 -0.73
O -2.8504 25.5800 26.3299 -2.5 -1.3 2.9 -0.36
H -9.3918 30.4345 24.0907 0.0 0.2 -0.6 0.19
H -4.8547 31.5050 16.5332 -0.2 -0.2 0.3 0.21
H -4.9414 24.4744 26.4273 0.1 0.0 0.0 -0.18
H 1.4822 25.3606 16.0693 0.3 -0.5 0.2 0.18
C -4.0641 28.2090 21.5247 -0.9 2.2 -0.4 0.86
C 0.3638 30.6316 20.3761 -1.7 0.1 -1.7 0.86
H -0.5559 31.0778 20.7546 -0.8 -0.2 -0.6 0.03
H -5.8339 23.4265 23.2127 -0.1 -0.1 -0.8 0.18
H -3.2920 24.9619 24.2980 -0.7 0.0 0.7 -0.09
C 0.0810 29.4844 19.3762 -0.2 -0.9 0.4 0.11
O 1.3710 25.3185 19.1384 0.2 -1.1 2.3 -0.52
H -6.9989 27.3923 25.1248 -0.1 -0.2 0.7 0.25
H 1.2273 32.7280 20.1674 -0.5 -0.1 0.6 0.38
H -4.9550 30.3767 26.6449 0.4 0.7 -0.1 0.09
O 1.4007 21.1040 20.9638 -0.2 0.2 0.5 -0.76
O 2.5373 27.0695 23.6059 -0.3 0.8 0.5 -0.63
C -8.4055 30.5903 22.2030 3.4 -2.9 1.0 0.27
H -9.1124 31.6322 20.7232 -0.4 0.6 0.4 0.28
H -7.9012 29.6530 23.8942 0.2 0.3 -0.1 0.12
H -0.4407 26.0739 16.6751 0.0 -0.2 0.4 0.18
H 2.4059 24.3800 17.2545 0.4 0.3 -0.9 0.27
H -1.0371 23.7924 17.1663 -0.3 -0.2 0.3 0.24
H -5.3092 23.0059 21.6010 0.1 -0.2 0.3 0.26
H 3.8440 25.6241 25.2347 0.3 -0.3 -0.3 0.22
H -3.4165 26.1832 21.2190 0.1 0.0 -0.5 0.42
H -5.0985 32.7614 23.4285 0.2 -0.1 0.2 0.27
C 1.0683 31.7853 19.6439 1.6 -0.1 -0.3 -1.64
H -6.2641 26.3443 21.6084 0.2 0.4 0.2 0.15
C 3.2268 26.1046 23.3625 -0.6 -0.6 1.5 0.72
H -9.8396 31.7377 22.4175 -0.7 0.8 -1.3 0.18
H -6.0328 29.1909 18.5206 0.0 0.4 0.3 0.14
H -5.6921 23.5970 27.6988 0.2 0.1 0.6 0.39
N -0.7744 21.1107 21.5925 -2.0 -3.5 0.6 -0.36
C -3.1084 27.0957 21.7293 1.5 0.8 0.8 -0.21
H -1.4807 25.6385 24.9446 -0.2 0.3 -0.7 0.24
O -8.4953 25.1847 19.5961 1.4 -0.2 1.2 -0.78
O -5.6407 32.2805 18.9829 0.1 -0.8 -1.1 -0.73
O -0.5980 29.7407 18.1507 -0.8 0.5 -0.7 -0.51
H -0.9904 25.5148 21.4907 -0.8 0.2 -0.6 -0.30
H 2.7244 25.9188 21.4745 0.5 -0.4 -0.4 0.15
O -7.3851 30.2193 21.6163 0.4 -0.2 -0.2 -0.45
N -5.3632 27.9737 22.1181 -1.4 -1.5 -0.8 0.48
C -5.9889 29.0307 25.6808 1.3 0.1 -1.5 0.35
H -5.1659 29.0221 27.6083 -0.4 -0.3 -0.4 0.22
N -3.8257 33.8530 25.2050 1.9 5.1 -1.6 -0.37
H -3.0701 26.8104 22.7806 0.1 0.1 0.4 -0.46
H -3.4868 24.4584 28.6716 -0.3 -0.5 -0.2 0.41
C -1.9145 26.2978 25.6964 2.5 0.7 -0.5 -0.97
H -5.3897 31.3137 24.2775 -0.1 -0.1 0.4 -0.16
N -4.1504 24.6505 23.8664 1.7 2.5 2.5 0.25
C -4.2044 25.2015 28.3240 -1.8 -1.2 -0.2 0.16
H 0.6977 32.0643 18.6575 -0.8 -0.3 0.2 0.30
N 3.3452 25.5524 22.1818 0.0 -0.3 -3.1 -0.32
H -4.5733 30.3063 21.6347 -0.1 -0.2 0.0 0.23
N -5.9996 30.0937 18.9723 -2.3 -4.4 4.2 0.00
H -2.3973 23.2447 16.3017 0.2 -0.1 0.1 0.23
N -5.0774 32.2736 24.3127 -1.1 -0.3 -1.4 -0.10
N -9.2917 31.3339 21.6713 -2.8 2.2 -0.9 -0.43
H -1.3302 24.0960 19.2353 0.0 -0.4 0.5 0.10
C -3.7906 29.6242 21.9668 2.3 0.3 1.1 -0.80
H -5.4296 26.5008 29.3893 -0.1 0.3 0.0 0.27
H -0.7986 20.1528 21.2734 -0.7 0.1 0.4 0.19
O -2.8928 23.5567 22.3609 2.4 0.1 -1.6 -0.62
C -5.3395 24.5940 27.4349 1.0 -0.3 -0.6 -0.67
H -7.6687 27.0724 18.6106 0.1 0.3 0.2 0.20
O -1.8022 27.5936 21.3231 -2.1 -1.9 -0.4 0.05
N -4.8462 25.6991 29.5818 1.6 -0.3 -1.2 -0.71
H -4.0980 26.9332 27.1770 0.2 0.8 0.1 -0.20
H 2.0914 31.5115 19.3864 0.3 -0.5 0.2 0.40
C -3.3754 26.1999 27.5351 -1.1 -0.3 -1.1 -0.26
C 0.9457 25.3031 18.0143 -0.6 2.7 0.5 0.64
N -8.6550 30.1625 23.4557 0.2 -0.8 1.7 -0.44
H -1.5621 21.6585 21.9081 -0.1 -0.6 -0.2 0.28
H -4.0034 26.0116 30.0423 -0.3 0.6 1.1 0.32
N -5.1136 30.8457 17.2532 1.5 0.2 -4.2 -0.33
C -4.4451 32.7666 25.3816 -1.0 -4.1 0.9 0.66
C -0.8100 26.5897 21.4766 2.0 2.0 1.1 -0.03
H 0.0081 26.9212 20.8371 -0.1 -0.8 -0.7 0.15
C -2.0380 29.9639 18.3275 1.5 0.4 0.8 -0.32
H -4.0729 28.4592 20.4639 -0.9 -1.2 -0.7 -0.26
H -0.3324 26.8528 22.4204 0.0 -0.6 0.7 0.32
N -6.4393 27.8246 25.8459 -1.5 -2.6 0.6 -0.23
H -2.1105 30.9263 18.8340 -0.5 -0.2 0.6 0.29
H -2.6098 23.2411 20.0936 0.5 0.4 0.5 -0.02
H -0.4502 28.6589 19.8499 -0.4 0.3 0.5 -0.57
H -0.7036 23.3518 21.6586 0.3 -0.1 0.0 0.01
N -0.1785 25.8933 17.6336 -3.4 1.3 0.6 -0.27
H -2.8365 29.9879 21.5855 0.1 0.2 0.0 -0.38
H -6.3877 27.6821 26.8445 -1.1 -1.8 -0.5 0.21
H -6.5777 27.5455 19.9236 -0.1 0.3 -0.3 0.25
H -5.9383 28.7851 21.9424 -0.5 0.2 -0.4 -0.12
H -0.8099 26.1858 18.3657 0.1 0.4 -0.3 0.01
H -5.2603 29.8699 17.0378 0.5 0.6 -0.9 0.15
N -5.2903 29.4251 26.6906 2.3 2.9 3.4 -0.19
N -6.9379 25.6732 21.2681 0.1 -1.3 0.8 -0.08
H 1.0235 28.9892 19.1426 0.4 0.5 -0.4 0.51
C -7.5944 25.8951 20.1130 -3.8 -4.9 1.1 0.37
H 4.4161 24.5460 23.9468 -0.1 0.2 0.7 0.14
H -3.7443 29.5974 23.0555 0.0 0.5 0.2 0.37
C -2.6506 23.0850 18.2311 -3.5 -1.7 -3.9 0.66
H -2.2708 27.2597 25.3277 0.0 0.1 -0.3 0.31
O -4.3417 32.1888 26.4526 -0.5 -1.6 1.5 -0.84
H -6.2207 30.1538 19.9560 -0.6 -0.2 0.0 -0.18
H -5.3816 28.0210 23.1268 0.9 -0.2 0.3 -0.22
H -6.2265 25.2169 27.3196 0.1 0.4 0.4 0.23
N 1.0582 30.1827 21.5644 1.3 1.3 0.1 -0.73
C -3.9537 23.8805 22.8282 0.0 -0.7 0.9 0.36
N -1.9122 23.2886 17.1865 1.8 0.6 -5.8 -0.40
H 0.7037 29.4538 22.1671 -0.6 -0.4 -0.7 0.24
H -2.4177 29.1145 18.8953 -0.3 0.2 0.3 0.01
H -3.3348 34.2709 25.9824 -0.3 0.2 -0.4 0.26
N 3.8384 25.3063 24.2760 0.5 0.3 1.6 -0.43
C 0.3811 21.6774 21.3555 1.5 -1.8 -1.6 0.71
N 0.1962 22.9452 21.4459 1.3 6.0 0.4 -0.03
N -2.0523 23.3905 19.2648 2.9 2.1 8.2 -0.11
N -7.3661 27.0207 19.5728 2.0 5.0 -2.5 -0.22
H -2.6631 30.1127 17.4471 0.9 -0.4 -0.6 0.27
H -1.0579 26.4391 26.3555 0.3 0.6 0.2 0.50
O -5.9998 29.6314 24.6290 -0.9 1.0 -2.1 -0.36
H -4.1360 34.3076 24.3581 0.9 1.0 0.4 0.20
H -5.0435 24.5919 24.3345 0.8 0.6 0.3 -0.01
N -5.1134 23.4114 22.5050 -4.1 -2.6 -2.5 -0.39
H 3.9767 24.7720 22.0711 -0.6 0.3 -0.7 0.16
N 1.6050 24.9273 16.9733 3.2 -2.6 -2.6 -0.42
H -2.6293 26.6296 28.2036 0.4 0.2 -0.4 0.41
H 0.8847 31.0367 22.0749 0.9 -0.1 1.1 0.34
C -5.6182 31.1727 18.4127 0.8 4.5 1.3 0.76

***

15
Properties=species:S:1:pos:R:3:forces:R:3:mulliken_charge:R:1 method="wB97M-V/def2-TZVPD" homo_ev=-4.3887 de_lowest_kcal_mol=28.2 charge=-1 multiplicity=1 total_energy_ev=-10874.5639
H 1.7281 -1.3367 1.4607 0.0 0.1 0.1 0.19
O 1.0111 2.0822 -1.2891 0.2 0.1 0.0 -0.56
H -0.4188 1.0597 -0.1763 -0.1 -0.2 -0.1 0.27
C -2.5820 -1.1794 0.3518 0.6 0.1 -0.1 -0.05
H 1.6086 1.0340 1.0718 0.2 0.0 -0.3 0.20
H 2.4978 0.2764 -0.2849 0.0 0.0 0.1 0.29
C 0.5040 0.8589 -0.7246 -0.4 0.1 0.0 -0.37
N 1.1586 -1.0213 0.6916 -0.5 -0.4 -0.4 -0.61
H -3.5229 -1.6850 0.6738 -0.1 -0.1 0.3 0.39
H 0.1390 -1.1577 0.9008 0.8 0.5 -0.2 0.38
O -2.6106 -0.7283 -0.8059 0.0 0.1 0.0 -0.65
H 0.3063 2.5043 -1.7889 0.0 -0.2 0.1 0.31
H 0.2867 0.1282 -1.5057 0.0 0.0 0.0 0.28
O -1.6367 -1.1481 1.1916 -0.7 -0.1 -0.2 -0.74
C 1.5309 0.3128 0.2333 -0.1 -0.1 0.6 -0.32

***

102
Properties=species:S:1:pos:R:3:forces:R:3:mulliken_charge:R:1 method="wB97M-V/def2-TZVPD" homo_ev=-10.8426 charge=+1 multiplicity=1 total_energy_ev=-58923.7327
C -0.1770 -3.6912 -12.3152 0.0 0.0 0.0 -0.31
C -0.5485 -1.0990 -1.9775 -0.2 -0.4 0.1 -0.59
H 1.3593 -0.4400 -3.7820 -0.1 0.0 0.1 -0.18
H 0.3819 1.3915 4.2254 0.1 0.0 -0.2 0.32
C 0.8271 2.1622 8.1369 0.2 -0.1 -0.1 -0.82
H 2.1649 3.8970 -1.0217 0.1 0.0 0.1 0.62
C -1.3037 -2.0164 -1.0040 -0.2 0.5 -0.1 -1.36
C -0.6361 1.6452 4.5318 -0.1 -0.1 0.3 -0.20
H 3.0734 -0.6440 -5.4849 0.1 0.0 0.1 0.45
H -1.3875 -5.1914 5.1051 0.0 0.0 0.0 0.42
H 1.3320 2.5466 -4.3203 0.0 0.1 -0.1 0.19
C -0.2101 1.7247 -3.0538 0.0 0.2 -0.3 -1.84
H -0.1212 2.5685 8.4918 0.0 0.1 0.1 0.41
H -1.9866 -4.7022 -12.8646 0.0 0.0 0.0 0.37
H 1.2199 3.6633 -2.4570 -0.2 0.0 -0.1 0.02
F -1.1171 -2.8549 4.0411 0.1 -0.1 0.0 -0.04
C -0.6026 -4.5904 5.5439 -0.1 0.0 0.0 -0.61
H 2.7313 1.7790 10.3446 0.0 -0.1 0.0 0.34
F -1.7655 3.1030 -0.7902 0.2 0.0 0.0 -0.27
C 1.1926 3.5782 -1.3790 0.0 0.1 0.0 -0.82
H -2.1817 -2.5037 1.6081 0.1 -0.1 0.0 0.43
C 1.3909 -2.9878 6.6401 0.0 0.0 0.0 -0.51
H -2.1840 -0.1562 -0.3162 0.0 0.1 0.0 0.18
C -0.2390 -2.5337 -10.2417 0.0 0.0 -0.1 0.53
H -2.0586 -2.5987 -9.1235 0.0 0.0 0.0 0.39
H 0.9194 0.5652 -7.2045 -0.1 0.1 0.0 0.33
H 1.7685 -4.6329 7.9625 0.0 0.0 0.0 0.39
H 2.6137 0.7872 -3.5806 0.0 -0.2 0.2 0.51
H 2.8871 2.7367 8.1167 0.1 0.1 0.0 0.31
H 0.9008 1.1526 8.5486 -0.1 -0.1 0.0 0.34
H -0.6114 -2.6093 -0.4098 0.0 -0.2 0.0 0.63
C -2.2380 0.6801 2.8048 -0.2 0.0 0.1 -0.11
C 0.6241 -2.5056 5.5886 0.0 0.1 0.0 -0.20
F -1.8118 4.8253 0.5278 0.1 -0.2 -0.1 -0.28
C -1.5465 -2.9143 -10.0226 0.0 0.0 0.1 -0.45
C -1.0188 3.8883 0.0183 -0.1 0.1 -0.1 0.68
H -1.4900 1.0437 2.0922 0.0 -0.1 -0.1 -0.32
H 1.8229 -0.8975 -7.3770 0.1 0.1 -0.1 0.33
H 0.8978 -1.3248 0.2945 0.0 -0.1 0.0 0.60
C 0.1496 -1.1257 -6.0937 -0.1 0.2 0.1 -0.87
H 0.7797 -1.5134 5.1857 0.0 0.0 0.0 0.32
C 0.2686 -0.0459 -1.2865 0.0 0.3 -0.1 0.99
C 0.7638 1.6165 -4.2523 0.2 0.1 0.2 -0.70
H -1.1416 1.2297 6.6152 -0.1 -0.1 -0.1 0.38
H 1.2974 4.9375 0.7988 -0.1 0.0 0.1 0.40
H 0.4847 -1.8161 -5.3202 0.1 -0.2 -0.1 0.19
H 2.8515 3.5191 10.5996 0.1 0.0 0.1 0.37
H -3.8137 -0.3272 1.7164 -0.1 0.0 -0.1 0.51
N 1.7447 1.8750 0.0982 0.0 0.1 0.1 -1.02
C -1.4926 -4.0898 -12.1230 0.0 0.0 0.0 -0.61
H -0.0003 -6.0532 6.9830 0.0 0.0 0.0 0.37
H -3.2548 -1.1789 3.1319 -0.1 0.0 0.1 0.46
C 0.4632 -2.9034 -11.3693 0.1 0.0 0.0 -0.54
H -1.1023 1.1390 -3.2406 0.0 -0.1 0.0 0.69
C -2.0030 -1.4484 1.3980 -0.5 -0.1 0.2 0.01
N 1.0840 2.1519 -1.0183 0.1 0.2 -0.2 1.23
H -1.0065 -0.4378 4.1603 -0.1 -0.2 0.1 -0.58
C 0.9333 -0.3325 -0.1256 0.1 -0.3 0.1 -0.77
H -0.5482 2.7524 -2.9874 -0.2 0.1 0.1 0.43
C -0.3584 -3.3210 5.0640 0.0 0.0 0.1 0.49
H -0.6347 -0.5099 -5.6471 0.0 0.1 0.1 0.22
C -2.9181 -0.5863 2.2815 0.2 -0.1 0.0 -1.39
H -1.0993 2.9293 6.2179 -0.2 0.0 0.0 0.28
C 1.6755 0.6461 0.5296 0.0 0.1 0.0 -0.68
C 0.1506 4.5402 -0.7327 0.3 0.0 0.3 -0.17
H 2.1613 -2.3616 7.0698 0.0 0.0 0.0 0.37
H 1.7914 4.0442 8.5441 0.0 0.1 -0.2 0.32
H 1.3234 2.9541 6.1969 0.0 0.1 -0.1 0.23
H 2.8688 1.0371 -5.9463 0.1 0.0 -0.1 0.36
H 0.1058 -1.7018 -2.6104 0.1 0.0 -0.1 0.38
H -0.9608 -1.2596 1.6655 0.1 0.0 0.0 0.02
H 0.1670 1.5748 -5.1585 -0.1 -0.1 -0.1 0.54
C 2.3383 0.1521 -5.5940 -0.2 0.1 0.1 -1.30
H 0.3568 -3.9940 -13.2057 0.0 0.0 0.0 0.36
C 0.8116 2.0803 6.6084 -0.1 0.0 0.1 -0.43
F -0.5765 3.1131 1.0294 -0.1 0.2 -0.1 -0.19
C 0.1748 -5.0598 6.5929 0.0 0.0 0.0 -0.38
C 1.9899 2.9813 8.6875 -0.1 -0.1 0.2 -0.37
H -2.9768 1.4782 2.9020 0.0 0.1 0.0 0.63
C 0.3894 1.2843 -1.7624 -0.1 -0.3 0.2 0.86
C -2.1741 -3.7003 -10.9786 0.0 0.0 0.0 -0.35
H -3.2900 -1.5054 -0.2926 -0.1 0.0 -0.1 0.56
C 1.7752 0.4712 -4.2047 0.1 0.2 -0.4 0.02
H -1.2876 -0.6516 -2.6350 0.0 0.1 -0.1 0.13
C -0.6001 1.9772 6.0325 0.3 0.1 0.1 -0.97
C 1.3016 -0.2860 -6.6436 0.1 -0.3 0.1 -0.35
H -0.9197 2.5383 3.9735 0.0 0.1 -0.1 0.24
C -1.5794 0.4871 4.1657 0.4 0.4 -0.2 -0.08
H -3.2004 -4.0066 -10.8280 0.0 0.0 0.0 0.35
O 0.7803 5.4345 0.1508 0.1 -0.1 -0.2 -0.61
H 1.3845 1.2074 6.2828 0.1 0.0 0.0 0.37
C 1.1692 -4.2621 7.1425 0.0 0.0 0.0 -0.58
H 2.2185 0.4329 1.4372 0.1 0.0 0.1 0.55
C 2.2336 2.7318 10.1727 0.0 0.1 -0.1 -1.32
H -2.3474 0.4028 4.9326 -0.1 -0.2 0.0 0.53
H -0.2722 5.1580 -1.5209 -0.2 0.0 0.0 0.53
H 1.4862 -2.5777 -11.4994 0.0 0.0 0.0 0.41
H -0.3215 -1.6954 -6.8877 0.0 -0.1 -0.1 0.33
C -2.2593 -1.2242 -0.0857 0.4 0.0 0.0 -0.78
F 0.3803 -1.7654 -9.3116 0.0 0.0 0.0 -0.14
H 1.2910 2.7224 10.7190 -0.1 0.0 0.1 0.33
H -1.8777 -2.7031 -1.6206 0.1 -0.2 0.0 0.55